1.
The following is a quantum chemistry calculation of one molecule with the formula C22H22FN3O4 at a distorted geometry, from the OMol25 dataset.

Geometry as XYZ:
```
52
Properties=species:S:1:pos:R:3
C 1.658 4.818 4.810
H 2.031 5.248 3.875
H 2.245 5.202 5.643
H 0.609 5.101 4.947
O 1.825 3.422 4.842
C 1.194 2.672 3.905
C 0.384 3.168 2.894
C -0.222 2.316 1.988
C -0.025 0.945 2.080
C 0.797 0.433 3.093
C 1.405 1.274 4.000
O 2.217 0.876 5.015
C 2.478 -0.498 5.159
H 3.145 -0.581 6.016
H 2.975 -0.909 4.274
H 1.562 -1.065 5.357
H 0.939 -0.635 3.142
C -0.644 0.043 1.135
C -1.503 0.258 0.085
C -1.698 -1.027 -0.474
N -1.017 -1.925 0.204
O -0.372 -1.275 1.198
C -2.465 -1.208 -1.730
O -3.172 -0.297 -2.128
N -2.314 -2.350 -2.451
C -1.494 -3.480 -2.090
H -2.003 -4.378 -2.454
C -0.095 -3.337 -2.755
N -0.078 -2.171 -3.617
C 0.219 -0.929 -3.054
C -0.411 0.252 -3.464
C -0.093 1.470 -2.896
C 0.868 1.529 -1.907
C 1.545 0.393 -1.508
C 1.228 -0.818 -2.088
H 1.786 -1.687 -1.777
H 2.309 0.459 -0.749
F 1.156 2.717 -1.321
H -0.604 2.368 -3.206
H -1.185 0.240 -4.211
C -1.153 -2.285 -4.582
H -1.073 -1.490 -5.322
C -2.542 -2.272 -3.878
H -3.151 -3.122 -4.200
H -3.090 -1.350 -4.074
H -1.007 -3.236 -5.102
H 0.668 -3.256 -1.987
H 0.130 -4.214 -3.369
H -1.406 -3.529 -1.007
H -1.935 1.167 -0.268
H -0.839 2.724 1.205
H 0.218 4.228 2.800
```

Gap between HOMO and LUMO ... 0.3003 Eh
LUMO energy ... 0.52 eV
HOMO level ... -7.65 eV
E ... -1416.57121 Eh
SMILES ... COc1ccc(-c2cc(C(=O)N3CCN(c4ccc(F)cc4)CC3)no2)cc1OC
Energy above the lowest of the compared OMol25 structures with the same formula, charge and spin ... 4.450 eV

Results of the natural (NBO) charge analysis, in e, for atoms 1 through 8:
1 C -0.253
2 H 0.177
3 H 0.203
4 H 0.177
5 O -0.491
6 C 0.347
7 C -0.314
8 C -0.185

2.
The following is a quantum chemistry calculation of C22H22InN4O3Te as an isolated structure at a distorted geometry, from the OMol25 dataset.

Geometry as XYZ:
```
53
Properties=species:S:1:pos:R:3
In -0.672 -0.660 -0.013
O -2.428 -1.973 -0.160
C -3.701 -1.799 0.108
C -4.598 -2.876 -0.023
C -5.940 -2.732 0.234
C -6.458 -1.513 0.667
C -5.614 -0.441 0.792
C -4.240 -0.541 0.496
C -3.518 0.683 0.490
N -2.266 0.874 0.220
N -1.792 2.093 0.103
C -0.619 2.222 -0.486
O 0.065 1.238 -0.926
C -0.115 3.596 -0.573
C 1.103 3.874 -1.189
C 1.582 5.169 -1.208
C 0.854 6.189 -0.616
C -0.370 5.923 -0.021
C -0.857 4.630 0.001
H -4.227 -3.833 -0.356
H -6.602 -3.573 0.094
H -7.511 -1.407 0.873
H -5.989 0.513 1.133
H -4.123 1.587 0.606
H 1.660 3.067 -1.641
H 2.528 5.390 -1.678
H 1.241 7.197 -0.625
H -0.936 6.723 0.432
H -1.802 4.386 0.460
C -1.417 -4.770 -0.397
Te 0.005 -3.331 -1.109
C 1.412 -3.937 0.401
H -1.074 -5.777 -0.635
H -2.364 -4.571 -0.888
H -1.530 -4.644 0.677
H 0.913 -3.936 1.366
H 2.254 -3.255 0.423
H 1.752 -4.942 0.175
N 6.748 -0.172 -0.784
C 6.103 -0.177 0.398
O 6.679 -0.131 1.461
C 4.596 -0.286 0.349
C 3.927 -0.274 1.571
C 2.551 -0.407 1.595
N 1.837 -0.557 0.486
C 2.462 -0.550 -0.685
C 3.833 -0.416 -0.809
H 7.752 -0.082 -0.756
H 6.290 -0.160 -1.678
H 4.511 -0.170 2.473
H 2.005 -0.399 2.529
H 1.829 -0.637 -1.566
H 4.271 -0.423 -1.795
```

Gap between HOMO and LUMO ... 0.2201 Eh
LUMO energy ... -4.35 eV
HOMO level ... -10.34 eV
Net charge ... +1
E ... -1754.21874 Eh
Energy above the lowest of the compared OMol25 structures with the same formula, charge and spin ... 1.260 eV

Results of the natural (NBO) charge analysis, in e, for atoms 1 through 8:
1 In 1.582
2 O -0.894
3 C 0.466
4 C -0.311
5 C -0.138
6 C -0.256
7 C -0.117
8 C -0.253

3.
The following is a quantum chemistry calculation of one molecule with the formula C22H22N2O at a distorted geometry, from the OMol25 dataset.

Geometry as XYZ:
```
47
Properties=species:S:1:pos:R:3
O 3.494 3.385 2.572
C 0.111 -0.295 -1.436
C -0.440 -0.657 -2.423
C 2.775 2.438 2.837
C 2.355 2.660 6.563
C 1.477 1.609 6.773
C 1.409 1.548 -0.564
C 2.816 2.868 5.290
C 2.075 2.234 0.444
C 1.116 0.732 5.733
C 0.780 -0.184 1.050
C 0.781 0.310 -0.312
C 2.439 2.052 4.217
C 2.110 1.697 1.751
C 1.682 0.913 4.430
C 1.468 0.479 2.047
N 1.422 0.011 3.385
N -0.659 -0.431 -4.726
C 1.678 -1.406 3.578
C -3.731 -2.163 -4.725
C -3.642 -0.699 -4.508
C -2.366 -2.756 -4.990
C -2.659 -0.360 -3.401
C -1.379 -2.485 -3.846
C -1.280 -1.008 -3.564
H 2.648 3.312 7.375
H 1.106 1.474 7.788
H 1.343 1.986 -1.567
H 3.402 3.755 5.135
H 2.575 3.206 0.283
H 0.425 -0.111 5.864
H 0.175 -1.062 1.303
H -0.708 0.579 -4.634
H -1.134 -0.717 -5.565
H 2.411 -1.508 4.354
H 0.755 -1.930 3.810
H 2.079 -1.909 2.687
H -4.141 -2.670 -3.837
H -4.469 -2.374 -5.500
H -4.641 -0.316 -4.278
H -3.335 -0.183 -5.445
H -2.470 -3.835 -5.084
H -1.964 -2.404 -5.935
H -2.555 0.717 -3.424
H -3.090 -0.663 -2.441
H -0.424 -2.900 -4.109
H -1.821 -2.942 -2.958
```

Gap between HOMO and LUMO ... 0.2919 Eh
LUMO energy ... -0.24 eV
HOMO level ... -8.19 eV
E ... -1036.23728 Eh
SMILES ... Cn1c2ccccc2c(=O)c2ccc(C#CC3(N)CCCCC3)cc21
Energy above the lowest of the compared OMol25 structures with the same formula, charge and spin ... 1.412 eV

Results of the natural (NBO) charge analysis, in e, for atoms 1 through 8:
1 O -0.561
2 C -0.071
3 C 0.133
4 C 0.542
5 C -0.243
6 C -0.174
7 C -0.217
8 C -0.124

4.
The following is a quantum chemistry calculation of one molecule with the formula C22H22N2O5, from the OMol25 dataset.

Geometry as XYZ:
```
51
Properties=species:S:1:pos:R:3
C -1.495 2.520 -1.288
H -1.203 2.261 -2.309
O -2.355 1.551 -0.730
C -1.897 0.271 -0.599
C -0.616 -0.112 -0.961
C -0.153 -1.418 -0.782
C -1.033 -2.363 -0.244
C -2.311 -1.997 0.112
C -2.767 -0.693 -0.057
O -4.052 -0.477 0.363
C -4.805 0.626 -0.105
C -6.282 0.380 0.228
O -7.138 1.162 -0.061
O -6.522 -0.765 0.858
H -5.687 -1.247 0.995
H -4.712 0.749 -1.189
H -4.494 1.561 0.372
H -2.993 -2.719 0.533
H -0.709 -3.382 -0.095
C 1.185 -1.850 -1.096
C 2.331 -1.169 -1.338
C 3.500 -1.947 -1.494
N 4.461 -2.566 -1.604
C 2.591 0.306 -1.425
O 1.847 1.114 -1.949
N 3.786 0.650 -0.905
H 4.330 -0.045 -0.419
C 4.208 2.030 -0.810
C 3.502 2.790 0.317
H 2.434 2.819 0.096
C 3.726 2.170 1.701
C 2.972 0.880 1.885
C 1.582 0.883 1.915
C 0.874 -0.295 2.071
C 1.548 -1.498 2.195
C 2.931 -1.514 2.173
C 3.636 -0.332 2.025
H 4.718 -0.353 2.024
H 3.466 -2.447 2.273
H 0.995 -2.417 2.314
H -0.205 -0.276 2.097
H 1.049 1.819 1.827
H 4.794 2.003 1.857
H 3.385 2.884 2.455
H 3.875 3.816 0.314
H 5.289 2.041 -0.661
H 3.973 2.515 -1.762
H 1.301 -2.930 -1.061
H 0.049 0.608 -1.404
H -0.596 2.655 -0.682
H -2.072 3.444 -1.297
```

Gap between HOMO and LUMO ... 0.2942 Eh
LUMO energy ... -0.65 eV
HOMO level ... -8.66 eV
E ... -1337.24923 Eh
SMILES ... COc1cc(/C=C(/C#N)C(=O)NCCCc2ccccc2)ccc1OCC(=O)O
Energy above the lowest of the compared OMol25 structures with the same formula, charge and spin ... 2.237 eV

Results of the natural (NBO) charge analysis, in e, for atoms 1 through 8:
1 C -0.253
2 H 0.190
3 O -0.522
4 C 0.297
5 C -0.272
6 C -0.115
7 C -0.168
8 C -0.252

5.
The following is a quantum chemistry calculation of C22H22N3O4ReTe as an isolated structure, from the OMol25 dataset.

Geometry as XYZ:
```
53
Properties=species:S:1:pos:R:3
Re -0.120 -0.190 0.600
O 2.762 1.677 -1.509
C 1.847 1.379 -0.794
O 1.645 0.198 -0.256
C 0.780 2.390 -0.418
C 0.864 3.719 -0.773
C -0.117 4.585 -0.318
C -1.144 4.090 0.475
C -1.173 2.743 0.781
N -0.227 1.908 0.329
H 1.699 4.043 -1.377
H -0.078 5.636 -0.566
H -1.914 4.740 0.864
H -1.938 2.314 1.412
O -1.360 -0.262 -1.258
C -2.397 -0.247 -0.544
N -2.183 -0.264 0.791
C -3.416 -0.146 1.465
O -3.542 -0.060 2.653
C -4.464 -0.129 0.392
C -5.835 -0.056 0.490
C -6.557 -0.044 -0.703
C -5.924 -0.096 -1.940
C -4.537 -0.164 -2.037
C -3.828 -0.183 -0.852
H -6.326 -0.012 1.452
H -7.637 0.009 -0.671
H -6.524 -0.082 -2.839
H -4.038 -0.203 -2.995
C -0.886 -2.275 3.218
C -0.032 -1.083 3.484
C 0.467 -0.709 4.692
C 1.316 0.405 4.483
C 1.319 0.689 3.153
C 2.095 1.779 2.498
N 0.465 -0.219 2.489
H -1.331 -2.599 4.158
H -0.294 -3.123 2.850
H -1.703 -2.086 2.525
H 0.261 -1.196 5.631
H 1.876 0.934 5.236
H 2.794 2.178 3.231
H 1.468 2.614 2.175
H 2.689 1.420 1.657
C -1.347 -3.694 -0.236
Te 0.562 -2.826 0.145
C 1.056 -2.536 -1.905
H -1.936 -3.026 -0.858
H -1.838 -3.863 0.719
H -1.197 -4.643 -0.744
H 1.131 -3.510 -2.380
H 2.014 -2.024 -1.934
H 0.289 -1.928 -2.376
```

Gap between HOMO and LUMO (spin up / spin down) ... 0.2419 / 0.2099 Eh
LUMO energy (spin up / spin down) ... -3.80 / -4.64 eV
HOMO level (spin up / spin down) ... -10.38 / -10.35 eV
Net charge ... +1
E ... -1662.91399 Eh
Multiplicity ... 4

Results of the Mulliken charge analysis, in e, for atoms 1 through 8:
1 Re 0.923
2 O -0.606
3 C 0.307
4 O -0.650
5 C 0.542
6 C -0.849
7 C -0.340
8 C -0.844

6.
The following is a quantum chemistry calculation of one molecule with the formula C22H22N4 at a distorted geometry, from the OMol25 dataset.

Geometry as XYZ:
```
48
Properties=species:S:1:pos:R:3
N 2.952 3.659 -2.314
C 2.215 2.949 -2.838
C 1.311 2.079 -3.464
C 0.581 1.134 -2.741
C 0.735 1.025 -1.338
C 0.006 0.092 -0.656
N -0.114 -0.273 0.647
C 0.310 0.317 1.834
C -0.306 0.011 2.986
C 0.197 0.513 4.309
C 1.662 0.922 4.228
C 1.819 1.918 3.090
C 1.472 1.268 1.751
H 2.338 0.724 1.360
H 1.232 2.063 1.045
H 1.149 2.762 3.269
H 2.838 2.304 3.048
H 2.281 0.043 4.037
H 1.982 1.365 5.172
H -0.405 1.372 4.627
H 0.059 -0.268 5.062
C -1.532 -0.853 3.072
C -2.119 -1.235 1.713
C -3.005 -2.481 1.774
C -2.215 -3.746 2.104
C -1.062 -3.932 1.124
C -0.158 -2.704 1.103
H 0.299 -2.533 2.078
H 0.639 -2.836 0.368
C -0.983 -1.464 0.708
N -1.475 -1.658 -0.612
C -0.895 -0.806 -1.383
C -1.050 -0.675 -2.796
C -0.334 0.266 -3.440
H -0.420 0.392 -4.510
H -1.729 -1.340 -3.304
H -1.463 -4.083 0.121
H -0.474 -4.809 1.398
H -2.883 -4.607 2.050
H -1.827 -3.701 3.124
H -3.476 -2.607 0.798
H -3.790 -2.325 2.518
H -2.716 -0.396 1.335
H -1.284 -1.754 3.638
H -2.291 -0.321 3.654
H 1.440 1.688 -0.866
C 1.192 2.226 -4.853
N 1.101 2.353 -5.992
```

Gap between HOMO and LUMO ... 0.2248 Eh
LUMO energy ... -1.68 eV
HOMO level ... -7.80 eV
E ... -1070.54875 Eh
SMILES ... N#CC(C#N)=c1ccc2c(c1)N1C3=C(CCCC3)C[C@@H]3CCCC[C@@]31N=2

Results of the natural (NBO) charge analysis, in e, for atoms 1 through 8:
1 N -0.314
2 C 0.291
3 C -0.340
4 C 0.080
5 C -0.320
6 C 0.217
7 N -0.381
8 C 0.167

7.
The following is a quantum chemistry calculation of C22H22N4O2PtS3Sb as an isolated structure at a distorted geometry, from the OMol25 dataset.

Geometry as XYZ:
```
55
Properties=species:S:1:pos:R:3
Pt 0.090 -0.332 -1.050
N 0.578 1.049 2.888
C 0.648 -0.004 3.836
C 0.933 0.296 5.156
C 0.997 -0.717 6.101
C 0.783 -2.031 5.720
C 0.510 -2.329 4.392
C 0.440 -1.318 3.448
S 0.082 -1.768 1.777
N 0.244 -0.251 0.971
C 0.433 0.883 1.560
C 0.520 2.087 0.684
C 0.387 3.387 1.138
C 0.476 4.420 0.215
C 0.698 4.121 -1.118
C 0.800 2.791 -1.494
N 0.716 1.801 -0.611
H 0.817 1.968 3.221
H 1.099 1.326 5.448
H 1.215 -0.474 7.131
H 0.827 -2.826 6.449
H 0.347 -3.356 4.090
H 0.179 3.602 2.177
H 0.362 5.445 0.537
H 0.771 4.899 -1.864
H 0.943 2.501 -2.528
C 3.565 -0.665 -2.929
Sb 2.543 -1.420 -1.224
C 3.183 -3.442 -1.284
C 3.804 -0.668 0.315
H 4.631 -0.875 -2.859
H 3.414 0.411 -2.994
H 3.164 -1.132 -3.827
H 4.271 -3.464 -1.252
H 2.835 -3.905 -2.205
H 2.779 -3.984 -0.433
H 4.839 -0.940 0.118
H 3.498 -1.084 1.275
H 3.720 0.418 0.352
O -2.915 -0.271 0.339
S -3.174 -1.282 -0.639
O -3.657 -2.561 -0.239
N -1.746 -1.473 -1.569
C -1.832 -0.736 -2.666
S -0.328 -0.317 -3.359
C -3.196 -0.270 -2.995
C -3.633 0.374 -4.139
C -4.983 0.688 -4.232
C -5.863 0.370 -3.203
C -5.422 -0.267 -2.046
C -4.080 -0.571 -1.975
H -2.943 0.613 -4.938
H -5.357 1.181 -5.118
H -6.911 0.619 -3.304
H -6.102 -0.519 -1.245
```

Gap between HOMO and LUMO ... 0.2458 Eh
LUMO energy ... -3.42 eV
HOMO level ... -10.11 eV
Net charge ... +1
E ... -2774.94635 Eh
Energy above the lowest of the compared OMol25 structures with the same formula, charge and spin ... 1.255 eV

Results of the natural (NBO) charge analysis, in e, for atoms 1 through 8:
1 Pt 0.703
2 N -0.561
3 C 0.090
4 C -0.209
5 C -0.188
6 C -0.190
7 C -0.223
8 C -0.150

8.
The following is a quantum chemistry calculation of a 2-piece molecular cluster, C22H22O overall at a distorted geometry, from the OMol25 dataset.

Geometry as XYZ:
```
45
Properties=species:S:1:pos:R:3
C -5.978 -2.824 1.040
C -4.571 -2.317 1.047
C -4.318 -0.945 0.919
C -3.025 -0.467 0.865
C -1.892 -1.340 0.978
C -0.607 -0.765 0.809
C 0.688 -1.344 0.832
C 1.814 -0.460 0.935
C 3.105 -0.939 1.009
C 3.362 -2.316 0.986
C 4.767 -2.820 1.077
C 2.281 -3.199 0.867
C 0.981 -2.737 0.719
C -2.178 -2.715 1.255
C -3.483 -3.187 1.192
H -5.994 -3.916 1.035
H -6.532 -2.476 1.921
H -6.522 -2.459 0.160
H -5.162 -0.255 0.849
H -2.833 0.599 0.725
H -0.620 0.307 0.606
H 1.617 0.614 0.943
H 3.946 -0.244 1.088
H 4.781 -3.912 1.107
H 5.371 -2.491 0.221
H 5.260 -2.436 1.979
H 2.489 -4.268 0.882
H 0.184 -3.439 0.485
H -1.374 -3.392 1.531
H -3.688 -4.254 1.267
C 1.039 6.015 -0.961
C 1.135 4.681 -1.653
C 2.213 4.424 -2.518
C 2.300 3.192 -3.188
C 1.356 2.207 -2.973
C 0.339 2.342 -1.933
O -0.294 1.367 -1.459
C 0.176 3.707 -1.448
H 0.151 6.061 -0.327
H 1.921 6.183 -0.334
H 0.993 6.834 -1.685
H 2.965 5.201 -2.677
H 3.125 3.018 -3.885
H 1.389 1.256 -3.494
H -0.676 3.907 -0.796
```

Gap between HOMO and LUMO ... 0.0991 Eh
LUMO energy ... -2.69 eV
HOMO level ... -5.39 eV
E ... -926.64921 Eh

Results of the natural (NBO) charge analysis, in e, for atoms 1 through 8:
1 C -0.645
2 C 0.078
3 C -0.243
4 C -0.094
5 C -0.100
6 C 0.053
7 C -0.083
8 C -0.089

9.
The following is a quantum chemistry calculation of C22H23AsN4O7S2V as an isolated structure, from the OMol25 dataset.

Geometry as XYZ:
```
60
Properties=species:S:1:pos:R:3
V 0.156 -0.646 0.167
O -5.929 -0.557 1.338
C -4.584 -0.677 1.097
C -3.677 -0.910 2.121
C -2.335 -1.006 1.798
N -1.916 -0.889 0.538
C -2.783 -0.672 -0.453
C -4.138 -0.561 -0.219
C -2.128 -0.550 -1.837
O -2.884 -0.555 -2.813
O -0.867 -0.475 -1.798
C -1.227 -1.275 2.813
O -1.574 -1.583 3.962
O -0.059 -1.215 2.330
H -6.066 -0.632 2.288
H -3.973 -1.015 3.159
H -4.813 -0.387 -1.046
S 2.576 0.152 0.104
C 2.531 1.204 -1.311
C 2.472 0.589 -2.565
C 2.471 1.289 -3.767
C 2.456 0.584 -5.013
N 2.453 0.000 -6.007
C 2.515 2.694 -3.717
C 2.558 3.325 -2.485
C 2.573 2.639 -1.252
S 2.659 3.589 0.197
C 2.531 3.487 -4.914
N 2.560 4.134 -5.867
H 2.424 -0.492 -2.590
H 2.595 4.406 -2.451
C -0.682 4.843 1.159
N -0.542 3.424 1.414
C 0.029 2.991 2.683
C -0.510 2.548 0.390
C -0.843 3.025 -0.997
O -0.197 1.378 0.590
H -0.708 5.366 2.113
H -1.610 5.063 0.628
H 0.171 5.218 0.582
H 0.577 3.823 3.124
H 0.732 2.180 2.496
H -0.743 2.649 3.377
H -0.255 3.908 -1.249
H -1.907 3.262 -1.076
H -0.605 2.218 -1.686
C 0.050 -4.424 1.993
As -0.136 -4.002 0.130
C 0.592 -5.504 -0.825
C -2.014 -3.984 -0.291
O 0.690 -2.655 -0.334
H -0.529 -5.314 2.240
H -0.273 -3.568 2.582
H 1.108 -4.591 2.190
H 0.143 -6.436 -0.483
H 1.667 -5.519 -0.657
H 0.403 -5.363 -1.888
H -2.386 -5.006 -0.359
H -2.137 -3.470 -1.244
H -2.554 -3.437 0.479
```

Gap between HOMO and LUMO (spin up / spin down) ... 0.1665 / 0.1743 Eh
LUMO energy (spin up / spin down) ... 3.82 / 3.82 eV
HOMO level (spin up / spin down) ... -0.71 / -0.93 eV
Net charge ... -2
E ... -5574.23240 Eh
Multiplicity ... 4
Energy above the lowest of the compared OMol25 structures with the same formula, charge and spin ... 1.494 eV

Results of the natural (NBO) charge analysis, in e, for atoms 1 through 8:
1 V 1.166
2 O -0.674
3 C 0.310
4 C -0.323
5 C 0.119
6 N -0.496
7 C 0.114
8 C -0.256